#w
6 unconnected molecules or ions with the total composition C18H24O18. Source: OMol25; level of theory: ωB97M-V/def2-TZVPD.

Element x y z (Å)
1 H -19.827 -25.557 -8.446
2 H -20.885 -19.906 -15.093
3 H -21.273 -24.357 -12.485
4 C -19.120 -28.704 -14.446
5 H -14.275 -23.155 -6.327
6 O -22.567 -22.416 -11.262
7 O -23.519 -23.973 -7.876
8 H -20.420 -24.446 -5.525
9 C -21.313 -23.842 -5.369
10 H -17.582 -24.692 -8.522
11 H -22.924 -24.861 -12.993
12 C -22.884 -24.143 -6.875
13 C -15.281 -23.359 -5.960
14 C -19.550 -19.548 -13.390
15 O -15.945 -24.898 -4.335
16 C -19.069 -28.337 -12.200
17 O -20.143 -24.246 -10.057
18 H -24.064 -23.738 -11.162
19 C -22.301 -21.869 -12.457
20 C -22.308 -24.043 -12.620
21 H -22.181 -25.517 -4.277
22 O -22.235 -20.681 -12.732
23 C -19.328 -25.100 -9.301
24 H -19.034 -20.225 -12.710
25 O -18.934 -20.393 -15.401
26 C -20.030 -20.323 -14.561
27 H -21.107 -22.981 -4.733
28 O -18.686 -27.797 -13.371
29 O -19.716 -22.372 -11.313
30 C -16.054 -25.447 -5.625
31 O -16.342 -26.617 -5.832
32 H -18.942 -23.648 -7.651
33 H -20.362 -19.130 -12.794
34 C -18.483 -24.080 -8.541
35 H -21.210 -28.803 -13.804
36 C -18.132 -19.322 -15.054
37 O -18.764 -18.620 -14.124
38 O -17.112 -18.911 -15.612
39 O -18.410 -23.062 -9.496
40 H -18.369 -29.362 -14.882
41 O -19.816 -29.506 -12.471
42 C -15.371 -23.584 -4.438
43 H -16.018 -22.730 -4.241
44 C -19.443 -23.155 -10.356
45 H -15.974 -22.596 -6.315
46 C -22.452 -24.558 -4.717
47 O -21.812 -23.509 -6.584
48 C -22.986 -23.710 -11.322
49 O -23.288 -24.741 -5.880
50 H -22.573 -24.340 -10.535
51 H -14.420 -23.470 -3.917
52 H -19.582 -28.168 -15.274
53 O -15.639 -24.526 -6.562
54 O -18.746 -28.148 -11.097
55 O -22.278 -22.819 -13.329
56 H -20.379 -30.365 -14.339
57 C -20.310 -29.418 -13.803
58 H -23.085 -23.841 -4.192
59 H -20.226 -21.374 -14.349
60 H -18.930 -25.923 -9.896

## Properties
**Structure (SMILES)**: O=C1OCCO1.O=C1OCCO1.O=C1OCCO1.O=C1OCCO1.O=C1OCCO1.O=C1OCCO1
**HOMO**: -0.36608 hartree

Here is what Mulliken gives for the atomic charges, in e:
1 H 0.321
2 H 0.178
3 H 0.219
4 C -0.357
5 H 0.274
6 O -0.294
7 O -0.592
8 H 0.268
9 C -0.300
10 H 0.234
11 H 0.362
12 C 0.755
13 C -0.339
14 C -0.136
15 O -0.334
16 C 0.654
17 O -0.100
18 H 0.353
19 C 0.739
20 C -0.220
21 H 0.269
22 O -0.639
23 C -0.545
24 H 0.177
25 O -0.361
26 C -0.007
27 H 0.289
28 O -0.315
29 O -0.494
30 C 0.710
31 O -0.539
32 H 0.117
33 H 0.355
34 C 0.070
35 H 0.270
36 C 0.612
37 O -0.356
38 O -0.587
39 O -0.411
40 H 0.308
41 O -0.353
42 C -0.222
43 H 0.255
44 C 0.524
45 H 0.239
46 C -0.339
47 O -0.280
48 C -0.160
49 O -0.348
50 H 0.026
51 H 0.283
52 H 0.304
53 O -0.305
54 O -0.498
55 O -0.361
56 H 0.313
57 C -0.341
58 H 0.304
59 H 0.126
60 H 0.224

#x
A molecular structure, C18H24O18. Source: OMol25; level of theory: ωB97M-V/def2-TZVPD.

Element x y z (Å)
1 C 1.278 37.721 -13.413
2 O 2.650 36.369 -16.447
3 C 1.657 38.290 -16.837
4 O 1.015 42.432 -13.555
5 H 6.121 41.018 -15.038
6 C 0.549 41.394 -12.816
7 C 0.404 39.591 -10.616
8 H 3.212 37.949 -15.270
9 H 1.116 41.859 -10.752
10 C 4.336 36.585 -14.025
11 H 1.312 40.678 -12.509
12 C 4.203 39.178 -14.062
13 H 0.394 37.446 -12.837
14 H 1.524 37.411 -15.033
15 O 4.097 38.952 -15.355
16 H 4.691 37.452 -13.468
17 C 1.902 40.189 -8.969
18 O 3.793 38.391 -13.179
19 H 4.873 36.494 -14.969
20 H 5.102 34.743 -13.583
21 C 1.293 39.678 -14.447
22 H 2.269 39.104 -17.224
23 C 1.936 38.767 -9.286
24 O 0.976 38.383 -14.554
25 C 2.266 36.311 -17.720
26 H 2.864 38.435 -9.752
27 O 1.798 39.914 -13.220
28 O 0.783 38.526 -10.098
29 H 1.779 38.131 -8.416
30 H 4.309 35.435 -12.089
31 O -0.573 39.787 -11.357
32 C 2.333 37.525 -15.755
33 H -0.674 41.876 -11.148
34 C 0.338 42.118 -11.470
35 O 0.522 43.538 -11.821
36 O 3.009 36.742 -14.383
37 H 1.344 40.545 -8.103
38 O 0.949 44.672 -13.758
39 H 3.683 40.678 -16.584
40 O 2.458 35.423 -18.568
41 H 0.700 38.736 -16.566
42 C 1.996 38.747 -12.458
43 H 4.563 41.975 -15.294
44 H -0.357 40.927 -13.200
45 H 1.594 39.026 -11.484
46 C 2.201 35.710 -14.054
47 C 0.741 43.637 -13.121
48 C 4.431 40.070 -16.075
49 O 1.008 35.603 -14.234
50 O 1.052 40.597 -10.070
51 C 5.033 41.042 -14.984
52 O 1.380 40.518 -15.369
53 H 2.903 40.620 -8.967
54 O 1.627 37.451 -17.947
55 O 4.569 40.440 -13.806
56 H 1.939 36.887 -13.647
57 H 3.011 38.402 -12.261
58 H 5.310 39.675 -16.583
59 O 3.034 34.694 -13.542
60 C 4.265 35.307 -13.171

## Properties
**HOMO**: -0.29957 hartree

Here is what Mulliken gives for the atomic charges, in e:
1 C -0.257
2 O -0.570
3 C 0.169
4 O -0.395
5 H 0.372
6 C 0.174
7 C 0.940
8 H 0.503
9 H 0.298
10 C -0.606
11 H -0.169
12 C 0.020
13 H 1.321
14 H 0.567
15 O 0.117
16 H 0.176
17 C -0.345
18 O -0.293
19 H 0.532
20 H 0.409
21 C 0.712
22 H 0.116
23 C -0.320
24 O -0.399
25 C 0.506
26 H 0.146
27 O -0.372
28 O -0.333
29 H 0.397
30 H 0.255
31 O -0.606
32 C -0.298
33 H 0.271
34 C -0.087
35 O -0.402
36 O -0.066
37 H 0.349
38 O -0.656
39 H 0.375
40 O -0.651
41 H 0.331
42 C -0.815
43 H 0.340
44 H 0.497
45 H -0.006
46 C 0.524
47 C 0.473
48 C -0.574
49 O -0.496
50 O -0.247
51 C -0.596
52 O -0.598
53 H 0.318
54 O -0.432
55 O -0.425
56 H -0.465
57 H 0.841
58 H 0.450
59 O -0.429
60 C -0.593

Energetically preferred structure: #w | next structure: +1.0426 hartree

#w
2 unconnected molecules or ions with the total composition C5H14NO. Source: OMol25; level of theory: ωB97M-V/def2-TZVPD.

Element x y z (Å)
1 H -1.841 0.027 1.041
2 H 1.478 2.642 1.209
3 N 1.259 0.003 -0.934
4 H 2.022 0.229 1.017
5 C -0.775 -1.900 1.154
6 O -2.586 0.083 -1.510
7 H 2.879 1.132 -0.246
8 H -0.494 -2.727 0.503
9 H 1.100 2.751 -0.499
10 C 1.899 0.850 0.134
11 H -1.629 -1.702 -1.489
12 C 1.066 2.092 0.368
13 H 0.107 -1.527 1.679
14 H 1.852 -0.759 -1.266
15 C -1.513 -0.811 0.429
16 H 0.342 -0.393 -0.617
17 H 0.018 1.880 0.569
18 H -2.940 0.720 -0.877
19 C -1.871 -0.859 -0.855
20 H -1.416 -2.312 1.939
21 H 1.045 0.582 -1.748

## Properties
**Charge**: +1
**HOMO**: -0.47232 hartree

Here is what Mulliken gives for the atomic charges, in e:
1 H 0.305
2 H 0.341
3 N -0.150
4 H 0.316
5 C -1.113
6 O -0.481
7 H 0.343
8 H 0.291
9 H 0.377
10 C -0.332
11 H 0.415
12 C -1.034
13 H 0.291
14 H 0.389
15 C -0.535
16 H 0.027
17 H 0.274
18 H 0.322
19 C 0.189
20 H 0.371
21 H 0.394

#x
2 unconnected molecules or ions with the total composition C5H14NO. Source: OMol25; level of theory: ωB97M-V/def2-TZVPD.

Element x y z (Å)
1 H 1.738 -2.040 -0.291
2 H 1.897 0.231 -0.310
3 N -0.888 -0.427 0.563
4 C -0.531 1.887 -0.047
5 O -4.183 2.079 -3.830
6 C 1.451 0.463 0.666
7 H 2.793 -0.597 1.862
8 C 0.008 0.772 0.398
9 H 1.063 -2.866 1.042
10 H 1.120 -0.806 2.400
11 H 1.956 1.343 1.073
12 H 0.016 2.666 -0.550
13 H -1.611 1.865 -0.142
14 H -4.578 1.199 -3.977
15 H -0.415 -1.267 0.895
16 C 1.780 -0.764 1.519
17 H -1.583 -0.218 1.279
18 H -3.258 1.846 -3.986
19 H -1.373 -0.635 -0.314
20 C 1.822 -2.119 0.791
21 H 2.775 -2.611 0.961

## Properties
**Charge**: +1
**HOMO**: -0.51469 hartree

Here is what Mulliken gives for the atomic charges, in e:
1 H 0.378
2 H 0.296
3 N -0.188
4 C -0.961
5 O -0.632
6 C -0.446
7 H 0.378
8 C 0.395
9 H 0.420
10 H 0.445
11 H 0.378
12 H 0.314
13 H 0.324
14 H 0.325
15 H 0.187
16 C -0.841
17 H 0.415
18 H 0.307
19 H 0.405
20 C -1.232
21 H 0.334

#y
A molecular structure, C5H14NO. Source: OMol25; level of theory: ωB97M-V/def2-TZVPD.

Element x y z (Å)
1 H 0.876 3.120 -0.378
2 H -1.579 -0.620 -0.217
3 C 0.386 2.842 0.543
4 C -0.240 1.647 0.571
5 N 0.217 -3.605 -1.532
6 H -0.913 1.478 -1.498
7 H 0.672 -2.711 -1.647
8 C -0.863 1.033 1.772
9 H -0.781 -3.558 -1.702
10 H 0.274 -1.176 0.125
11 C -0.320 0.911 -0.761
12 H 0.200 3.471 1.402
13 H 0.545 -4.198 -2.289
14 H 0.754 1.053 -0.978
15 H -1.938 1.273 1.820
16 H -0.899 -0.050 1.692
17 H -0.422 -0.836 -1.771
18 O 1.241 -0.929 0.490
19 H 1.642 -1.683 0.961
20 H -0.449 1.434 2.687
21 C -0.630 -0.532 -0.749

## Properties
**Charge**: +1
**HOMO**: -0.50235 hartree

Here is what Mulliken gives for the atomic charges, in e:
1 H 0.308
2 H 0.391
3 C -1.046
4 C 0.976
5 N -0.646
6 H 0.562
7 H 0.242
8 C -1.333
9 H 0.232
10 H 0.227
11 C -0.736
12 H 0.332
13 H 0.258
14 H 0.467
15 H 0.378
16 H 0.299
17 H 0.555
18 O -0.495
19 H 0.331
20 H 0.413
21 C -0.716

Energetically preferred structure: #w | next structure: +0.0306 hartree